(a)
C3H11N2 | wB97M-V/def2-TZVPD

Last column: Löwdin charge in e.
Positions of all 16 atoms, in Å:
C 1.9265 -0.1081 -0.4822  -0.17
C 1.5429 0.8926 -1.5716  -0.16
H 1.5290 0.3309 0.4415  0.05
H 2.9900 -0.1645 -0.2519  0.07
H 1.4335 -1.0674 -0.6536  0.06
H 1.9221 1.9070 -1.4320  0.08
H 1.6926 0.5876 -2.6051  0.07
H 0.4427 1.0363 -1.5414  0.03
N -1.3316 -0.4675 -0.1306  0.26
C -1.5485 -0.8233 1.0938  -0.13
N -2.0988 0.0118 2.0174  0.11
H -1.0746 0.5189 -0.2393  0.14
H -1.4051 -0.9882 -0.9949  0.17
H -1.4647 -1.8915 1.3100  0.16
H -3.0766 -0.0510 2.2653  0.13
H -1.4794 0.2765 2.7746  0.12

Values from the calculation:
charge	+1
HOMO-LUMO gap	9.373	eV

(b)
C3H11N2 | wB97M-V/def2-TZVPD

Last column: Löwdin charge in e.
Positions of all 16 atoms, in Å:
C 1.0252 -2.1353 0.7204  -0.06
N 0.5901 -1.3255 1.5985  0.01
H 2.1192 -2.1327 0.4899  0.10
H 0.3265 -2.8824 0.4053  0.08
H -0.3532 -0.2456 0.6385  0.11
H 1.3698 -0.9589 2.0941  0.06
C 0.6964 1.1209 -0.6879  0.00
N -0.4799 0.7486 0.1781  -0.10
C -1.6432 0.6519 -0.7724  -0.02
H 0.3501 0.5235 -1.5451  0.10
H 0.5717 2.1395 -0.7067  0.08
H 1.6126 0.8698 -0.2019  0.09
H -0.5744 1.5043 1.0007  0.24
H -1.3692 -0.0164 -1.6235  0.11
H -1.6697 1.6966 -1.2195  0.13
H -2.5719 0.4419 -0.3687  0.07

Values from the calculation:
charge	+1
HOMO-LUMO gap	11.490	eV

(c)
C3H11N2 | wB97M-V/def2-TZVPD

Last column: Löwdin charge in e.
Positions of all 16 atoms, in Å:
C -2.4824 -0.3161 0.4638  0.00
N -1.7141 0.1552 -0.4182  0.04
H -3.5471 -0.4184 0.2949  0.09
H -2.0720 -0.6276 1.4280  0.09
H -0.1975 0.1089 -0.4601  0.07
H -2.1713 0.4499 -1.2777  0.10
C 1.4720 1.2959 0.2386  -0.02
N 0.9400 0.0942 -0.4589  -0.11
C 1.3627 -1.1998 0.1401  -0.02
H 1.6212 1.0542 1.2889  0.10
H 2.3719 1.6494 -0.2309  0.10
H 0.7320 2.1034 0.1810  0.10
H 1.2093 0.1270 -1.4361  0.16
H 0.6982 -1.3925 0.9782  0.09
H 2.3970 -1.1346 0.4810  0.11
H 1.2024 -1.9846 -0.5772  0.10

Values from the calculation:
charge	+1
HOMO-LUMO gap	12.011	eV

Which one is most stable, and which one is least stable? (c) is the most stable of them, while (b) is the least stable.

(a)
C3H11N2 | wB97M-V/def2-TZVPD

Last column: Löwdin charge in e.
Positions of all 16 atoms, in Å:
C 1.2166 0.2055 -1.3195  -0.17
C 1.0014 1.6864 -1.6326  -0.14
H 1.2918 0.0795 -0.2390  0.05
H 2.0658 -0.2134 -1.8455  0.07
H 0.4234 -0.4622 -1.6824  0.05
H 1.9141 2.2338 -1.8352  0.07
H 0.3160 1.8178 -2.4688  0.07
H 0.4247 2.1485 -0.8318  0.05
N -1.1272 -1.5338 0.4899  0.23
C -1.1166 -0.5153 1.2955  -0.15
N -1.1607 -0.5849 2.6276  0.17
H -1.4944 -2.4291 0.7883  0.16
H -0.8342 -1.4015 -0.4719  0.12
H -0.8362 0.4506 0.8823  0.15
H -1.6898 -1.3059 3.0979  0.13
H -0.3949 -0.1760 3.1452  0.14

Values from the calculation:
charge	+1
HOMO-LUMO gap	10.603	eV

(b)
C3H11N2 | wB97M-V/def2-TZVPD

Last column: Löwdin charge in e.
Positions of all 16 atoms, in Å:
C -0.8183 -2.0014 -1.6974  -0.21
C 0.9772 1.7807 1.8979  -0.04
C -0.6643 0.7701 0.4588  0.18
N 0.2401 -1.3104 -1.0498  -0.10
N 0.1793 1.7389 0.7585  -0.01
H -0.5295 -2.6816 -2.5363  0.08
H -1.2048 -2.7368 -0.8316  0.12
H -1.6320 -1.3666 -2.0582  0.07
H 1.8872 1.2460 1.8459  0.10
H 1.1547 2.7528 2.3021  0.10
H 0.3264 1.2003 2.6484  0.14
H -0.8854 0.0115 1.1799  0.11
H -1.2914 0.7301 -0.3641  0.09
H 1.1876 -1.8121 -0.8872  0.14
H 0.5199 -0.5366 -1.6312  0.06
H 0.5533 2.2153 -0.0358  0.16

Values from the calculation:
charge	+1
HOMO-LUMO gap	8.499	eV

Which one is most stable, and which one is least stable? (a) is the most stable of them, while (b) is the least stable.

(a)
C12H36O6 | wB97M-V/def2-TZVPD

Last column: Löwdin charge in e.
Positions of all 54 atoms, in Å:
C 0.5141 -2.8135 5.1106  -0.10
C 1.2585 -3.3349 6.3290  -0.29
O 2.6276 -3.7917 6.1293  -0.09
H -0.5580 -3.0079 5.0791  0.08
H 0.9853 -3.2750 4.2428  0.07
H 0.7254 -1.7503 4.9965  0.07
H 0.7002 -4.2431 6.5561  0.10
H 1.2829 -2.5368 7.0710  0.11
H 2.6649 -4.3577 5.3547  0.07
C -0.0387 2.7198 -4.1921  -0.08
C -1.0440 3.8448 -4.5453  -0.36
O -0.4386 4.7191 -5.3696  -0.05
H 0.3542 2.0346 -4.9432  0.08
H -0.4709 2.2693 -3.2986  0.05
H 0.8362 3.2478 -3.8127  0.07
H -1.4722 4.3674 -3.6900  0.09
H -1.8969 3.4096 -5.0662  0.11
H 0.0615 4.1409 -5.9503  0.09
C -1.4074 4.4428 -0.8254  -0.09
C 0.0254 3.9624 -0.5836  -0.32
O 0.9558 5.0208 -0.4865  -0.07
H -1.4073 5.1735 -1.6342  0.06
H -1.9329 4.7852 0.0661  0.07
H -2.0325 3.6091 -1.1453  0.07
H 0.3276 3.2894 -1.3860  0.07
H -0.0146 3.3933 0.3452  0.11
H 0.9922 5.6546 -1.2067  0.08
C 3.4216 0.1321 -1.0342  -0.11
C 3.1020 0.0681 -2.5134  -0.28
O 4.2139 0.7829 -3.0624  -0.10
H 2.8097 -0.4767 -0.3687  0.06
H 3.2874 1.1095 -0.5708  0.08
H 4.4343 -0.1765 -0.7747  0.08
H 2.1613 0.5432 -2.7918  0.09
H 3.1631 -0.9469 -2.9059  0.11
H 4.4646 1.4311 -2.4001  0.06
C -0.2069 0.1231 -0.6003  -0.08
C -0.6101 -0.4012 0.7836  -0.30
O 0.5091 -1.1292 1.2278  -0.08
H 0.6035 0.8404 -0.7306  0.05
H -1.1010 0.6398 -0.9491  0.06
H -0.1785 -0.6492 -1.3689  0.08
H -1.5258 -0.9876 0.8589  0.10
H -0.8012 0.4152 1.4801  0.10
H 0.2493 -1.6652 1.9807  0.07
C -3.6595 -3.9451 0.5533  -0.10
C -2.8729 -4.9547 1.3218  -0.34
O -2.9509 -4.6270 2.6836  -0.08
H -4.6190 -3.6893 1.0028  0.08
H -3.6833 -4.3017 -0.4764  0.07
H -3.2451 -2.9601 0.3379  0.06
H -1.7981 -4.8832 1.1551  0.11
H -3.2337 -5.9389 1.0232  0.11
H -3.5314 -5.3258 2.9940  0.08

Values from the calculation:
charge	0
HOMO-LUMO gap	10.622	eV

(b)
C12H36O6 | wB97M-V/def2-TZVPD

Last column: Löwdin charge in e.
Positions of all 54 atoms, in Å:
C 0.9360 -0.7461 -1.0168  -0.11
C 0.1838 -0.6498 0.2468  -0.35
O -0.5721 0.5546 0.3242  -0.08
H 1.1898 -1.7990 -1.1397  0.08
H 1.7731 -0.0508 -0.9534  0.08
H 0.3445 -0.5210 -1.9042  0.08
H 0.9495 -0.7291 1.0185  0.11
H -0.5354 -1.4373 0.4721  0.11
H -0.0920 1.2949 0.7025  0.08
C -2.0248 -3.9228 -6.0894  -0.10
C -3.0130 -5.0068 -6.4832  -0.28
O -4.2337 -4.4393 -7.1398  -0.11
H -1.5245 -3.4049 -6.9077  0.07
H -1.3391 -4.3018 -5.3316  0.07
H -2.5812 -3.1455 -5.5656  0.07
H -3.3171 -5.5784 -5.6063  0.10
H -2.5730 -5.7389 -7.1604  0.10
H -4.9453 -5.0830 -7.1085  0.06
C -0.3643 -7.3787 1.7882  -0.09
C 0.4318 -8.6761 1.9719  -0.32
O -0.0552 -9.3568 3.0999  -0.10
H -1.3760 -7.6306 1.4704  0.07
H 0.0280 -6.8386 0.9265  0.06
H -0.4665 -6.6842 2.6221  0.07
H 1.5005 -8.5643 2.1549  0.11
H 0.2484 -9.3708 1.1523  0.11
H 0.0928 -8.9043 3.9335  0.08
C 4.5619 3.1596 4.3748  -0.10
C 3.0370 2.8734 4.5529  -0.26
O 2.4465 3.6597 3.4819  -0.11
H 4.8943 2.9220 3.3643  0.07
H 5.2490 2.7138 5.0940  0.07
H 4.7418 4.2346 4.3834  0.06
H 2.7719 3.2760 5.5305  0.10
H 2.8190 1.8070 4.4950  0.11
H 2.9942 4.4383 3.3574  0.06
C -5.3494 4.0481 2.3862  -0.09
C -5.1539 3.2856 3.7529  -0.28
O -5.0192 1.8887 3.4182  -0.11
H -4.4211 3.9168 1.8301  0.06
H -5.5068 5.0896 2.6664  0.06
H -6.1870 3.7552 1.7530  0.07
H -6.0621 3.4138 4.3417  0.10
H -4.2777 3.6102 4.3142  0.10
H -4.2370 1.7673 2.8751  0.07
C 4.5913 5.8929 -2.6096  -0.10
C 3.4744 6.8638 -2.7117  -0.31
O 2.5199 6.4861 -3.7758  -0.10
H 5.2861 6.0866 -1.7924  0.07
H 5.1738 5.9463 -3.5294  0.08
H 4.3010 4.8702 -2.3692  0.08
H 3.8361 7.8671 -2.9366  0.10
H 2.9014 6.9939 -1.7937  0.10
H 1.9494 7.2425 -3.9309  0.07

Values from the calculation:
charge	0
HOMO-LUMO gap	10.447	eV

Which one is most stable, and which one is least stable? (b) is the most stable of them, while (a) is the least stable.

(a)
C18H26N6O4 | wB97M-V/def2-TZVPD

Last column: Löwdin charge in e.
Positions of all 54 atoms, in Å:
C -2.4854 -3.1222 1.9131  -0.02
C -1.6681 -2.7304 3.0977  -0.32
N -2.1843 -2.7078 4.3114  0.10
N -1.1742 -2.3097 5.1036  0.03
C -0.0330 -2.0544 4.4321  -0.28
C 1.1779 -1.5066 5.1039  -0.01
C -0.3066 -2.3274 3.1110  -0.17
C 0.5791 -2.2569 1.9077  -0.03
C 0.0781 -1.3517 0.7904  -0.42
O 0.1987 -1.6975 -0.3795  0.05
N -0.4712 -0.1481 1.1090  0.01
C -0.2859 0.5587 2.3624  -0.02
C -1.6014 0.6439 3.1148  -0.47
O -1.6795 0.6274 4.3259  0.07
N -2.6586 0.7229 2.2634  0.10
C -2.4742 1.2500 0.9127  -0.09
C -1.3374 0.5341 0.1568  -0.15
C -0.5592 1.5335 -0.7242  -0.42
O -0.8023 2.7268 -0.7300  0.07
N 0.4201 0.9494 -1.4486  0.12
C 1.0607 1.6509 -2.5297  -0.22
C 2.5518 1.3635 -2.6063  -0.14
C 3.1224 2.0931 -3.8104  -0.17
C 2.4747 1.5862 -5.0843  -0.17
N 1.0193 1.5489 -5.0045  -0.10
C 0.3416 1.2589 -6.2551  -0.04
C 0.3250 1.3536 -3.8465  -0.39
O -0.8443 1.0164 -3.8340  0.08
H -1.9900 -3.8958 1.3232  0.08
H -3.4520 -3.4990 2.2414  0.08
H -2.6563 -2.2666 1.2545  0.07
H -1.3629 -2.1132 6.0701  0.16
H 2.0431 -1.5658 4.4446  0.08
H 1.0215 -0.4596 5.3751  0.08
H 1.4179 -2.0602 6.0122  0.08
H 1.5842 -1.9219 2.1837  0.13
H 0.7031 -3.2311 1.4345  0.13
H 0.4561 0.0800 2.9885  0.12
H 0.0669 1.5741 2.1435  0.15
H -3.5583 0.8446 2.7022  0.15
H -3.4052 1.1197 0.3658  0.13
H -2.2534 2.3182 0.9292  0.12
H -1.7349 -0.2322 -0.5103  0.16
H 0.4378 -0.0668 -1.4363  0.12
H 0.9083 2.7169 -2.3414  0.16
H 3.0291 1.6833 -1.6794  0.12
H 2.7182 0.2850 -2.7039  0.13
H 2.9401 3.1663 -3.7060  0.12
H 4.2015 1.9527 -3.8843  0.12
H 2.7457 2.2258 -5.9269  0.12
H 2.8490 0.5795 -5.3157  0.13
H -0.7248 1.4139 -6.1294  0.09
H 0.7229 1.9236 -7.0306  0.09
H 0.5084 0.2231 -6.5672  0.10

Values from the calculation:
charge	0
HOMO-LUMO gap	9.484	eV

(b)
C18H26N6O4 | wB97M-V/def2-TZVPD

Last column: Löwdin charge in e.
Positions of all 54 atoms, in Å:
C 1.7250 -1.7897 -3.2451  -0.03
C 2.2906 -2.7340 -2.2363  -0.31
N 2.3936 -4.0248 -2.4956  0.08
N 2.9242 -4.5574 -1.3790  0.01
C 3.1659 -3.6469 -0.4122  -0.25
C 3.7378 -4.0188 0.9139  0.00
C 2.7712 -2.4369 -0.9374  -0.14
C 2.8244 -1.1138 -0.2495  -0.04
C 1.4592 -0.6854 0.2727  -0.39
O 0.4316 -1.0331 -0.2923  0.06
N 1.4044 0.1267 1.3694  0.01
C 2.5634 0.5486 2.1433  -0.04
C 2.6819 -0.3618 3.3557  -0.47
O 3.7085 -0.9190 3.6892  0.06
N 1.4785 -0.5098 3.9640  0.09
C 0.3591 0.3377 3.5763  -0.10
C 0.1186 0.2487 2.0666  -0.15
C -0.6875 1.4593 1.5760  -0.42
O -0.9160 2.4170 2.2933  0.07
N -1.0795 1.3522 0.2881  0.12
C -2.0590 2.2447 -0.2721  -0.22
C -1.7248 2.6534 -1.6975  -0.14
C -2.8436 3.5392 -2.2177  -0.17
C -4.1492 2.7691 -2.2434  -0.17
N -4.4200 2.0643 -0.9968  -0.10
C -5.7513 1.4965 -0.8960  -0.04
C -3.4596 1.6247 -0.1351  -0.39
O -3.6884 0.8236 0.7525  0.07
H 1.7384 -0.7676 -2.8693  0.06
H 2.2909 -1.8296 -4.1761  0.08
H 0.6887 -2.0442 -3.4663  0.08
H 3.0967 -5.5457 -1.3432  0.15
H 3.8507 -3.1412 1.5490  0.07
H 3.0892 -4.7215 1.4400  0.08
H 4.7210 -4.4808 0.8092  0.08
H 3.5515 -1.1658 0.5587  0.10
H 3.1713 -0.3303 -0.9312  0.14
H 3.4762 0.5084 1.5638  0.12
H 2.4205 1.5849 2.4620  0.14
H 1.4408 -1.0678 4.8011  0.15
H -0.5351 0.0107 4.1007  0.14
H 0.5270 1.3789 3.8555  0.12
H -0.4511 -0.6510 1.8276  0.16
H -0.9093 0.4564 -0.1572  0.12
H -2.0679 3.1334 0.3648  0.16
H -0.7645 3.1701 -1.7089  0.12
H -1.6233 1.7627 -2.3273  0.13
H -2.9436 4.4158 -1.5715  0.12
H -2.6290 3.9016 -3.2238  0.12
H -4.9854 3.4468 -2.4301  0.12
H -4.1374 2.0444 -3.0690  0.13
H -5.8642 1.0242 0.0739  0.08
H -6.4953 2.2863 -1.0108  0.09
H -5.9159 0.7470 -1.6765  0.10

Values from the calculation:
charge	0
HOMO-LUMO gap	9.418	eV

Which one is most stable, and which one is least stable? (a) is the most stable of them, while (b) is the least stable.